# 1
Molecular formula: CH2N2O3S
Method: DFT, ωB97M-V/def2-TZVPD

Properties
- LUMO level: 0.04 eV
- DFT total energy: -772.64901 a.u.

```
9
Properties=species:S:1:pos:R:3:mulliken_charge:R:1
C 1.52 0.09 -0.26 0.74
N 0.62 -0.34 -0.90 -0.36
N -0.43 0.51 1.36 -0.56
O 2.34 0.71 0.33 -0.37
O -1.64 1.19 -0.61 -0.47
O -1.72 -1.21 0.10 -0.48
S -1.22 0.13 0.18 1.00
H 0.64 -0.70 -1.82 0.21
H -0.11 -0.38 1.61 0.29
```

---

# 2
Molecular formula: CH4N5
Method: DFT, ωB97M-V/def2-TZVPD

Properties
- LUMO level: -4.51 eV
- DFT total energy: -313.90510 a.u.
- Net charge: +1

```
10
Properties=species:S:1:pos:R:3:mulliken_charge:R:1
C 1.90 0.31 -0.11 0.53
N -3.57 0.52 -0.59 -0.31
N 2.97 0.69 0.27 -0.24
N -2.82 -0.03 0.01 0.78
N 0.73 -0.04 -0.43 -0.26
N -1.88 -0.62 0.44 -0.74
H 4.09 0.71 0.35 0.43
H -0.12 -0.36 0.09 0.24
H 0.48 -0.27 -1.38 0.32
H -1.78 -0.91 1.36 0.25
```

---

# 3
Molecular formula: C38H56N4O21S
Method: DFT, ωB97M-V/def2-TZVPD

Properties
- LUMO level: -0.98 eV
- DFT total energy: -3678.75292 a.u.

```
120
Properties=species:S:1:pos:R:3:mulliken_charge:R:1
N -4.56 -4.34 -2.13 -0.66
C -4.89 -4.69 -0.72 0.59
C -3.59 -5.17 0.15 0.12
C -3.36 -4.28 1.47 -0.06
C -1.77 -3.98 1.77 0.05
C -1.35 -2.86 0.67 0.17
C -0.65 -3.34 -0.68 0.01
C -0.30 -2.27 -1.73 -1.08
C -0.66 -0.78 -1.39 0.60
N -0.42 0.32 -2.30 -0.60
S -0.94 1.70 -1.44 0.14
N -1.57 1.16 0.09 -0.66
C -1.33 -0.25 -0.04 0.60
C -1.68 -1.39 1.01 0.38
N -2.32 -1.03 2.28 -0.57
H -4.28 -3.36 -2.24 0.25
H -3.84 -4.95 -2.54 0.26
H -5.62 -5.58 -0.66 0.21
H -5.31 -3.77 -0.17 -0.60
H -3.71 -6.26 0.52 0.26
H -2.71 -5.17 -0.57 -0.30
H -3.90 -4.71 2.38 0.38
H -3.80 -3.23 1.23 -0.07
H -1.58 -3.61 2.85 -0.73
H -1.12 -4.91 1.62 0.43
H -0.48 -4.47 -0.78 0.04
H 0.19 -2.61 -2.71 0.38
H -2.16 -0.02 2.43 0.36
H -1.77 -1.53 3.02 0.13
C 1.48 4.86 -2.48 -1.29
C 1.77 5.17 -1.03 0.56
C 0.61 5.78 -0.30 -0.44
O 1.25 6.53 0.72 -0.31
C 2.47 6.88 0.22 0.74
O 3.20 7.70 0.72 -0.62
O 2.76 6.18 -0.91 -0.37
H 2.38 4.48 -2.98 0.35
H 0.69 4.12 -2.58 0.23
H 1.18 5.76 -3.02 0.36
H 2.14 4.27 -0.52 0.25
H -0.06 5.03 0.13 0.26
H 0.02 6.47 -0.92 0.33
C -2.56 -5.55 7.45 -1.50
C -1.76 -5.44 6.17 0.60
C -0.32 -5.85 6.33 -0.56
O 0.32 -5.10 5.31 -0.30
C -0.42 -3.97 5.14 0.65
O -0.06 -2.99 4.53 -0.56
O -1.63 -4.08 5.77 -0.33
H -3.57 -5.17 7.30 0.36
H -2.62 -6.59 7.79 0.39
H -2.12 -4.94 8.24 0.36
H -2.25 -5.99 5.36 0.24
H -0.18 -6.92 6.17 0.32
H 0.11 -5.57 7.29 0.32
C 1.73 10.67 0.03 -1.07
C 1.81 10.92 -1.46 0.50
C 1.53 12.35 -1.84 -0.52
O 1.02 12.21 -3.16 -0.33
C 0.43 10.99 -3.23 0.62
O -0.28 10.62 -4.11 -0.54
O 0.77 10.22 -2.15 -0.30
H 1.88 9.60 0.24 -0.02
H 2.50 11.24 0.57 0.38
H 0.75 10.94 0.43 0.35
H 2.77 10.58 -1.86 0.27
H 2.42 12.97 -1.82 0.33
H 0.76 12.82 -1.22 0.31
C 3.35 -7.18 -3.26 -1.31
C 2.47 -6.66 -2.15 0.60
C 2.68 -7.38 -0.84 -0.54
O 1.41 -7.21 -0.21 -0.31
C 0.49 -7.11 -1.21 0.65
O -0.70 -7.18 -1.05 -0.56
O 1.10 -6.92 -2.41 -0.33
H 3.11 -6.68 -4.20 0.08
H 4.41 -7.03 -3.04 0.42
H 3.17 -8.25 -3.43 0.36
H 2.60 -5.58 -2.04 0.26
H 3.47 -6.93 -0.24 0.33
H 2.87 -8.45 -0.96 0.34
C 3.97 6.43 3.48 -1.37
C 5.20 6.04 4.26 0.53
C 6.01 7.20 4.74 -0.50
O 7.32 6.65 4.82 -0.32
C 7.38 5.66 3.89 0.62
O 8.39 5.13 3.52 -0.54
O 6.13 5.36 3.42 -0.34
H 3.45 5.55 3.10 0.37
H 3.27 7.00 4.11 0.39
H 4.23 7.04 2.62 0.27
H 4.93 5.36 5.08 0.26
H 5.68 7.57 5.71 0.33
H 6.03 8.04 4.03 0.30
C 2.63 -2.51 -6.15 -1.46
C 3.60 -3.55 -6.67 0.49
C 3.20 -4.11 -8.01 -0.52
O 3.80 -5.40 -7.98 -0.33
C 3.85 -5.77 -6.67 0.66
O 4.09 -6.88 -6.28 -0.52
O 3.60 -4.71 -5.85 -0.28
H 2.92 -2.19 -5.15 0.35
H 2.59 -1.64 -6.80 0.40
H 1.62 -2.93 -6.05 0.35
H 4.61 -3.14 -6.69 0.24
H 3.59 -3.53 -8.84 0.32
H 2.12 -4.24 -8.13 0.32
C -7.00 0.92 -0.15 -1.43
C -7.65 -0.38 0.30 0.48
C -7.96 -0.41 1.77 -0.56
O -7.91 -1.80 2.06 -0.35
C -7.04 -2.35 1.17 0.61
O -6.59 -3.45 1.25 -0.49
O -6.74 -1.47 0.17 -0.29
H -6.74 0.86 -1.21 0.36
H -7.68 1.76 -0.01 0.38
H -6.08 1.10 0.40 0.34
H -8.53 -0.59 -0.30 0.26
H -8.94 0.01 2.00 0.31
H -7.21 0.10 2.39 0.32
```

---

# 4
Molecular formula: C41H75N3O5S
Method: DFT, ωB97M-V/def2-TZVPD

Properties
- LUMO level: -0.42 eV
- DFT total energy: -2545.62124 a.u.

```
125
Properties=species:S:1:pos:R:3:mulliken_charge:R:1
C 2.13 1.41 -0.97 -1.21
C 0.89 1.81 -0.07 0.95
C 0.74 1.05 1.30 -1.27
C 0.07 2.81 -0.52 -0.40
C -1.49 2.87 -0.36 -0.91
C -2.21 3.20 -1.75 -0.40
C -2.05 1.91 -2.70 2.21
C -1.10 2.25 -3.94 -1.43
C -3.50 1.49 -3.13 -1.31
C -3.66 -0.06 -3.46 -1.54
C -3.12 -0.92 -2.28 -0.11
C -3.98 -0.92 -1.01 -0.02
O -5.17 -0.16 -1.04 -0.61
C -3.60 -1.64 0.19 0.48
C -4.51 -1.55 1.45 -1.26
C -2.31 -2.42 0.13 0.45
N -1.82 -3.15 1.21 -0.70
S -0.39 -3.73 0.56 0.23
N -0.29 -3.16 -0.99 -0.31
C -1.45 -2.42 -1.14 0.92
C -1.85 -1.66 -2.36 0.77
C -1.04 -1.54 -3.70 -0.50
C 0.05 -2.64 -3.94 -1.03
C -0.58 -4.07 -4.29 -0.68
C 0.01 -5.25 -3.42 -0.63
N -0.91 -5.77 -2.40 0.30
C -0.42 -6.57 -1.37 -0.60
C -1.48 -6.96 -0.45 -0.49
C -2.72 -6.31 -1.01 -0.54
C -2.28 -5.60 -2.19 -0.17
H 1.90 0.48 -1.57 0.15
H 2.42 2.28 -1.62 0.28
H 2.97 1.18 -0.26 0.43
H 1.18 1.70 2.10 0.28
H 1.40 0.14 1.23 0.35
H -0.29 0.69 1.53 0.28
H 0.57 3.67 -1.05 0.37
H -1.83 3.56 0.47 0.48
H -1.83 1.83 -0.07 0.13
H -1.79 4.13 -2.23 -0.23
H -3.29 3.38 -1.47 0.40
H -1.49 1.16 -2.08 -0.74
H -1.57 1.81 -4.86 0.40
H -0.85 3.34 -4.03 0.23
H -0.11 1.71 -3.80 0.11
H -4.31 1.76 -2.40 0.44
H -3.73 2.04 -4.09 0.45
H -4.76 -0.28 -3.57 0.52
H -3.19 -0.27 -4.45 0.32
H -5.06 0.63 -0.48 0.31
H -4.87 -0.47 1.52 0.34
H -5.39 -2.24 1.42 0.27
H -3.86 -1.70 2.35 0.35
H -1.80 -1.65 -4.53 0.32
H -0.66 -0.48 -3.78 -0.25
H 0.84 -2.69 -3.14 0.48
H 0.61 -2.32 -4.87 0.46
H -0.32 -4.31 -5.37 0.38
H -1.71 -4.01 -4.28 0.33
H 0.93 -4.88 -2.88 0.37
H 0.37 -6.05 -4.13 0.39
H 0.60 -6.94 -1.13 0.31
H -1.41 -7.58 0.48 0.37
H -3.77 -6.32 -0.62 0.38
H -2.95 -5.00 -2.84 0.32
C -3.41 7.47 -3.31 -1.08
C -1.98 7.12 -3.70 -0.38
O -1.88 5.99 -4.55 -0.34
C -2.54 6.07 -5.80 -0.34
C -2.04 7.21 -6.67 -1.16
H -3.89 6.62 -2.82 0.26
H -3.42 8.33 -2.63 0.41
H -4.01 7.73 -4.18 0.28
H -1.42 6.88 -2.79 0.33
H -1.47 7.98 -4.15 0.38
H -3.62 6.14 -5.65 0.34
H -2.36 5.13 -6.31 0.33
H -2.21 8.19 -6.21 0.27
H -2.56 7.21 -7.63 0.40
H -0.97 7.12 -6.85 0.31
C 5.30 7.14 -1.50 -1.06
C 3.98 6.41 -1.65 -0.31
O 4.03 5.06 -1.24 -0.42
C 4.37 4.83 0.12 -0.34
C 3.41 5.47 1.11 -0.97
H 6.09 6.63 -2.06 0.29
H 5.21 8.17 -1.87 0.39
H 5.62 7.19 -0.46 0.26
H 3.70 6.40 -2.71 0.34
H 3.17 6.94 -1.13 0.30
H 5.40 5.15 0.31 0.34
H 4.35 3.74 0.26 0.31
H 3.39 6.55 1.01 0.33
H 3.70 5.22 2.13 0.40
H 2.39 5.11 0.94 0.16
C 1.85 -5.46 2.77 -0.85
C 2.43 -4.16 3.28 -0.36
O 2.86 -4.21 4.63 -0.31
C 3.87 -5.16 4.94 -0.30
C 5.16 -4.94 4.17 -1.20
H 1.00 -5.77 3.39 0.27
H 1.51 -5.35 1.74 0.14
H 2.58 -6.27 2.80 0.38
H 1.66 -3.38 3.23 0.31
H 3.26 -3.82 2.64 0.28
H 3.48 -6.18 4.79 0.35
H 4.07 -5.06 6.01 0.35
H 5.02 -5.04 3.10 0.26
H 5.91 -5.68 4.48 0.41
H 5.55 -3.94 4.36 0.30
C 0.15 -3.53 10.30 -1.01
C 1.54 -4.01 9.91 -0.34
O 1.60 -4.61 8.63 -0.44
C 1.23 -3.80 7.53 -0.17
C 2.08 -2.55 7.38 -1.00
H -0.56 -4.36 10.27 0.29
H 0.16 -3.11 11.30 0.38
H -0.21 -2.76 9.62 0.26
H 1.86 -4.77 10.63 0.33
H 2.27 -3.20 9.98 0.30
H 0.16 -3.54 7.60 0.30
H 1.34 -4.41 6.64 0.13
H 2.00 -1.89 8.24 0.39
H 1.77 -1.99 6.49 0.35
H 3.13 -2.82 7.26 0.21
```

---

# 5
Molecular formula: C3H3N3O
Method: DFT, ωB97M-V/def2-TZVPD

Properties
- LUMO level: 0.50 eV
- SMILES: N=C=CC=O.N#N
- DFT total energy: -355.61036 a.u.

```
10
Properties=species:S:1:pos:R:3:mulliken_charge:R:1
N 2.24 -0.54 0.78 -0.46
C 1.12 -0.68 0.33 0.64
N -0.04 2.01 -1.52 0.06
N -1.12 2.19 -1.46 -0.06
O -1.16 0.32 1.61 -0.51
C -1.25 -0.40 0.63 -0.01
C -0.10 -0.94 -0.11 -0.67
H 2.78 0.28 0.51 0.30
H -2.24 -0.70 0.24 0.36
H -0.23 -1.53 -1.01 0.35
```